{
  "formula": "C3H11NO2",
  "method": "wB97M-V/def2-TZVPD",
  "symbols": ["C", "N", "C", "O", "C", "H", "H", "H", "H", "H", "H", "H", "H", "H", "H", "H", "O"],
  "positions_angstrom": [[-0.1488, -0.4537, -0.9796], [0.0662, 0.5856, 0.0551], [0.9866, 1.5974, -0.3964], [2.3471, 1.1674, -0.1784], [-0.5266, -1.8093, -0.3835], [0.7810, -0.5854, -1.5364], [-0.9874, -0.1156, -1.5875], [0.3511, 0.2453, 0.9647], [0.8680, 2.4404, 0.2858], [0.7949, 1.7673, -1.4525], [2.8466, 1.9150, 0.1592], [-0.6874, -2.5569, -1.1559], [-1.5064, -1.7046, 0.0917], [0.1713, -2.0865, 0.3832], [-1.7247, -0.5171, 2.6008], [-1.4709, 0.1140, 1.2236], [-2.1607, -0.0033, 1.9061]],
  "forces_ev_per_a": [[0.3, -0.5, 0.8], [-0.1, -0.1, -0.8], [0.2, -0.5, 1.7], [-0.1, -0.2, -0.5], [-1.2, 1.0, -0.1], [-0.2, 0.1, -0.4], [0.3, 0.0, -0.4], [0.4, -0.3, -0.2], [-0.3, 0.5, -0.7], [0.0, 0.4, 0.0], [0.0, 0.0, -0.1], [0.5, -0.1, 0.0], [0.1, -0.1, 0.1], [0.5, -0.5, 0.2], [-0.2, 0.1, -0.2], [-0.5, 0.3, 0.3], [0.4, -0.2, 0.1]],
  "homo_lumo_gap_ha": 0.377,
  "smiles": "CCNCO.O",
  "molar_mass_g_mol": 93.13,
  "de_lowest_kj_mol": 60.2,
  "homo_energy_ev": -9.43,
  "total_charge": 0
}